No. 1
{"formula": "C5H13NO2", "method": "ωB97M-V with the def2-TZVPD basis set", "elements": ["C", "N", "C", "O", "C", "C", "C", "O", "H", "H", "H", "H", "H", "H", "H", "H", "H", "H", "H", "H", "H"], "positions_angstrom": [[-0.614, -1.594, -0.882], [-0.557, -0.503, 0.079], [-1.510, 0.669, -0.352], [-2.825, 0.219, -0.393], [0.745, 0.024, 0.346], [1.565, 0.532, -0.837], [0.739, 1.031, 1.498], [1.488, -1.236, 0.838], [-0.091, -2.455, -0.473], [-0.191, -1.362, -1.866], [-1.658, -1.865, -1.044], [-1.296, 1.050, -1.360], [-1.417, 1.474, 0.382], [-3.025, -0.203, 0.451], [1.182, 1.487, -1.189], [1.564, -0.171, -1.666], [2.597, 0.647, -0.518], [0.003, 0.745, 2.247], [1.728, 1.025, 1.951], [0.530, 2.042, 1.155], [1.042, -1.557, 1.631]], "multiplicity": 1, "smiles": "CN(CO)C(C)(C)O"}

***

No. 2
{"formula": "CH4FN2", "method": "ωB97M-V with the def2-TZVPD basis set", "elements": ["C", "N", "N", "F", "H", "H", "H", "H"], "positions_angstrom": [[-0.820, 0.695, 0.212], [-1.882, 0.249, 0.278], [0.335, 1.052, -0.014], [0.861, -1.546, -0.338], [-2.822, 0.155, -0.148], [1.102, -2.273, 0.120], [1.105, 1.066, 0.683], [0.562, 0.710, -1.090]], "multiplicity": 1, "total_charge": 1}

***

No. 3
{"formula": "C4H11N3", "method": "ωB97M-V with the def2-TZVPD basis set", "elements": ["C", "C", "C", "N", "H", "H", "H", "H", "H", "H", "H", "N", "C", "N", "H", "H", "H", "H"], "positions_angstrom": [[1.244, -0.492, -1.134], [-0.531, -1.730, 0.738], [0.694, -0.102, 0.207], [1.443, 0.277, 1.168], [0.987, 0.412, 2.064], [1.969, -1.297, -1.010], [1.754, 0.368, -1.569], [0.460, -0.814, -1.816], [-1.002, -1.573, 1.706], [-1.202, -2.148, -0.010], [0.368, -2.327, 0.850], [-0.555, 2.229, 0.425], [-0.828, 1.116, -0.283], [-1.728, 1.011, -1.168], [0.363, 2.290, 0.847], [-1.027, 3.088, 0.187], [-1.807, 0.076, -1.560], [-0.603, -0.384, 0.357]], "multiplicity": 1}

***

No. 4
{"formula": "C4H7N3", "method": "ωB97M-V with the def2-TZVPD basis set", "elements": ["C", "N", "C", "C", "C", "N", "N", "H", "H", "H", "H", "H", "H", "H"], "positions_angstrom": [[-0.691, 1.192, 1.819], [-1.047, 0.124, 0.924], [-0.236, -0.353, -0.098], [0.865, 0.241, -0.777], [1.197, -0.677, -1.750], [0.332, -1.705, -1.622], [-0.529, -1.546, -0.602], [0.238, 0.947, 2.348], [-0.567, 2.184, 1.350], [-1.483, 1.268, 2.574], [-2.031, 0.004, 0.729], [1.328, 1.203, -0.602], [1.934, -0.656, -2.544], [0.372, -2.611, -2.060]], "multiplicity": 1, "smiles": "CNc1cc[nH]n1"}

***

Going through the records in order, we get LUMO values of 0.8, -4.9, 0.9, 1.1 eV.
Going through the records in order, we get HOMO values of -0.333, -0.628, -0.283, -0.291 Eh.
Going through the records in order, we get energy above the lowest of the compared OMol25 structures with the same formula, charge and spin values of 1.684, 1.840, 5.570, 0.600 eV.